[1]
A 2-piece molecular cluster, C3H8O2 overall at a distorted geometry. Source: OMol25; level of theory: ωB97M-V/def2-TZVPD.

Values from the calculation:
- LUMO (alpha / beta): -0.188 / -0.310 hartree
- ⟨S²⟩: 0.75
- Calculated total energy: -269.2203 a.u.
- 2S+1: 2
- HOMO-LUMO gap (alpha / beta): 8.19 / 4.85 eV
- Net charge: +1

```
13
Properties=species:S:1:pos:R:3:forces:R:3
C -2.51793 -0.51238 -1.72711 0.80 0.21 -1.22
C -2.05326 -0.18348 -0.44724 -1.01 -1.12 1.16
O -2.95789 -0.17636 0.50958 0.73 -0.49 0.29
C -0.69716 -0.01636 0.07262 0.46 0.93 -0.23
H -1.89237 -0.32109 -2.59198 0.14 -0.08 0.11
H -3.49323 -0.91675 -1.96044 -0.20 0.07 0.42
H -3.62464 -0.87475 0.40983 -0.67 0.46 -0.31
H -0.07250 0.68666 -0.48790 -0.20 0.09 0.19
H -0.78697 0.18407 1.13401 0.14 0.57 0.05
H -0.13175 -0.94278 0.05797 -0.18 -0.64 -0.45
H 6.68168 1.07966 1.14950 -0.14 0.29 -0.06
H 5.39440 1.28039 2.02237 0.20 0.22 -0.22
O 6.15162 0.71318 1.85878 -0.06 -0.50 0.28
```
Positions in Å, forces in eV/Å.

Okay, here come the Mulliken numbers, in e, for every atom:
1. C -0.713
2. C 1.030
3. O -0.339
4. C -0.986
5. H 0.306
6. H 0.286
7. H 0.386
8. H 0.348
9. H 0.336
10. H 0.344
11. H 0.326
12. H 0.313
13. O -0.639

=====

[2]
C25H19N3O5S4V as an isolated structure. Source: OMol25; level of theory: ωB97M-V/def2-TZVPD.

Values from the calculation:
- LUMO (alpha / beta): 0.160 / 0.160 hartree
- ⟨S²⟩: 0.90
- Calculated total energy: -4041.1652 a.u.
- 2S+1: 2
- HOMO-LUMO gap (alpha / beta): 4.30 / 4.17 eV
- Net charge: -2

```
57
Properties=species:S:1:pos:R:3:forces:R:3
V -0.79081 0.00320 0.02507 -0.33 -0.11 -0.18
S -2.38128 0.09768 1.85399 -0.05 0.09 0.17
C -1.51045 0.47133 3.31562 -0.02 -0.02 -0.01
C -2.12167 0.22820 4.55840 0.03 0.01 -0.03
C -1.53004 0.59882 5.74884 0.01 0.01 0.04
C -0.29777 1.24523 5.75092 0.01 0.01 0.02
C 0.32456 1.49466 4.53893 0.01 -0.01 0.01
C -0.25280 1.09417 3.33931 -0.01 -0.03 -0.02
S 0.59455 1.41193 1.80642 0.07 0.09 0.00
C 2.18661 0.62816 2.24077 -0.01 -0.03 0.03
C 3.03542 0.27341 1.05134 0.08 -0.03 -0.04
C 4.42536 0.34201 1.13914 -0.05 0.02 -0.04
C 5.16555 -0.06091 0.04225 0.02 -0.02 -0.02
C 4.50678 -0.46829 -1.10613 0.00 0.03 0.01
C 3.11305 -0.47051 -1.12235 0.00 0.02 0.06
C 2.37995 -0.75310 -2.40984 0.04 0.05 -0.09
S 0.87941 -1.75570 -2.26114 0.07 -0.09 0.00
C -0.28523 -0.64572 -3.09781 -0.09 0.07 0.05
C -0.22321 -0.75039 -4.56598 0.13 -0.10 -0.13
C -0.98793 0.02897 -5.41238 -0.01 0.01 -0.07
C -1.78299 1.10933 -5.06542 -0.20 0.00 -0.02
C -1.67188 1.67079 -3.71455 -0.04 0.12 0.03
C -1.83651 0.78001 -2.42192 -0.03 0.01 -0.26
S -2.46445 1.47446 -0.90553 0.11 -0.19 0.09
N 2.41356 -0.14526 -0.03847 0.01 -0.07 0.11
H -3.08378 -0.26805 4.56010 -0.02 -0.01 -0.01
H -2.03526 0.38481 6.68465 0.01 0.01 0.00
H 0.16904 1.55249 6.67898 0.00 0.00 -0.01
H 1.27682 2.01119 4.51906 0.01 0.00 0.01
H 1.94868 -0.28911 2.78020 -0.04 -0.05 -0.01
H 2.73913 1.30973 2.88887 -0.02 -0.04 0.01
H 4.90252 0.68474 2.04828 0.00 0.01 0.01
H 6.24955 -0.04940 0.07588 -0.01 0.01 0.01
H 5.05615 -0.76622 -1.99037 0.00 0.00 0.00
H 3.08076 -1.19998 -3.11912 -0.08 -0.05 0.01
H 2.07629 0.20669 -2.83416 -0.03 -0.01 -0.01
H 0.29013 -1.61470 -4.96659 -0.01 -0.02 0.00
H -0.96624 -0.25333 -6.46568 -0.01 0.00 -0.01
H -2.30993 1.67637 -5.82202 0.02 0.05 -0.03
H -2.21066 2.61169 -3.60041 -0.01 -0.01 -0.01
O -0.21817 1.89693 -3.33360 -0.07 -0.12 0.11
C -0.33795 0.81177 -2.43936 0.25 0.15 0.02
O 0.25485 0.91656 -1.22447 0.00 -0.01 0.17
C -1.82326 -0.79564 -2.46621 0.00 -0.02 -0.11
C -2.80281 -1.55751 -3.26855 -0.03 -0.04 -0.05
C -3.34820 -2.69542 -2.81470 0.05 0.17 -0.12
C -3.00221 -3.18472 -1.50712 0.19 0.09 0.32
C -2.21179 -2.42362 -0.70712 -0.23 -0.36 0.02
N -1.71970 -1.21528 -1.08751 0.27 0.10 -0.06
H -3.02840 -1.15486 -4.24663 0.00 0.01 -0.01
H -4.05167 -3.25313 -3.42429 0.00 0.03 -0.03
H -3.38272 -4.13046 -1.14507 0.02 0.01 0.03
H -1.94532 -2.71359 0.30039 -0.06 -0.08 -0.04
O 1.69556 -2.43303 2.25698 -0.08 0.11 -0.06
N 0.90196 -2.54545 1.31028 0.18 -0.32 -0.11
O 0.97494 -3.47558 0.51688 -0.08 0.06 0.03
O -0.04222 -1.69241 1.20248 -0.01 0.49 0.17
```
Positions in Å, forces in eV/Å.

Okay, here come the Mulliken numbers, in e, for every atom:
1. V 0.419
2. S -0.388
3. C 0.782
4. C -0.721
5. C -0.480
6. C -0.701
7. C -0.341
8. C 0.119
9. S -0.159
10. C -0.726
11. C 0.533
12. C -1.108
13. C -0.409
14. C -1.224
15. C 0.624
16. C -0.725
17. S -0.343
18. C 1.615
19. C -1.209
20. C -0.025
21. C -1.545
22. C -0.100
23. C 0.473
24. S -0.342
25. N 0.346
26. H 0.394
27. H 0.324
28. H 0.354
29. H 0.287
30. H 0.436
31. H 0.486
32. H 0.414
33. H 0.372
34. H 0.397
35. H 0.453
36. H 0.354
37. H 0.255
38. H 0.260
39. H 0.223
40. H 0.570
41. O -0.700
42. C -0.573
43. O -0.455
44. C 1.312
45. C -1.093
46. C -0.344
47. C -1.202
48. C -0.149
49. N 0.680
50. H 0.298
51. H 0.390
52. H 0.346
53. H 0.363
54. O -0.724
55. N 0.714
56. O -0.642
57. O -0.167

=====

[3]
An isolated ion of composition C13H18Cl2NO and charge +1. Source: OMol25; level of theory: ωB97M-V/def2-TZVPD.

Values from the calculation:
- LUMO: -0.095 hartree
- Calculated total energy: -1556.3213 a.u.
- SMILES: Clc1ccc(OCC[NH+]2CCCCC2)cc1Cl
- HOMO-LUMO gap: 9.68 eV
- Net charge: +1

```
35
Properties=species:S:1:pos:R:3:forces:R:3
Cl 1.47570 -4.06104 -1.81086 -0.11 -0.04 0.01
C 0.88665 -3.11110 -0.50467 0.19 0.10 0.07
C -0.43206 -3.23916 -0.08494 0.18 0.08 -0.06
C -0.93163 -2.45683 0.94019 0.04 0.18 0.22
C -0.10045 -1.53960 1.57464 0.24 -0.09 -0.24
O -0.53678 -0.70707 2.58714 0.32 -0.34 -0.04
C -1.60819 0.15546 2.27544 -0.17 0.42 -0.23
C -1.08296 1.44750 1.62475 -0.35 -0.24 0.78
N -0.32242 1.17411 0.37936 0.13 -0.18 0.21
C -1.19402 0.87557 -0.78259 -0.35 -0.46 -0.70
C -0.35213 0.38854 -1.95543 0.00 0.31 -0.05
C 0.68470 1.44077 -2.33609 0.13 -0.25 0.08
C 1.52799 1.79647 -1.11605 -0.26 0.16 -0.19
C 0.63633 2.25243 0.03234 0.76 0.40 -0.19
C 1.23509 -1.42595 1.18235 -0.20 -0.19 0.25
C 1.72930 -2.20570 0.14589 -0.17 -0.17 -0.19
Cl 3.36585 -2.01375 -0.35105 -0.05 0.06 0.10
H -1.06771 -3.96273 -0.56886 -0.05 -0.08 -0.08
H -1.95275 -2.58388 1.26401 -0.12 -0.01 0.04
H -2.35321 -0.33726 1.64263 0.04 0.01 0.10
H -2.07964 0.41629 3.22573 -0.01 0.03 -0.18
H -0.40736 1.92809 2.33554 0.00 0.00 -0.16
H -1.90768 2.12808 1.40630 0.08 0.02 -0.10
H 0.24695 0.32151 0.55155 -0.20 0.30 -0.11
H -1.91960 0.11260 -0.49888 0.05 0.09 0.14
H -1.72967 1.78982 -1.04893 0.04 0.02 0.17
H -1.01059 0.18621 -2.79919 -0.07 -0.09 0.06
H 0.14329 -0.54782 -1.68917 -0.02 -0.10 0.02
H 1.32460 1.05885 -3.12908 0.00 0.04 -0.07
H 0.18477 2.33377 -2.71411 -0.02 0.06 -0.06
H 2.22372 2.59836 -1.35989 0.05 0.00 0.11
H 2.11593 0.92945 -0.80692 0.09 -0.03 0.07
H 1.23988 2.48431 0.91168 -0.18 -0.07 0.05
H 0.06917 3.14298 -0.24749 -0.10 -0.08 0.10
H 1.89896 -0.76927 1.72466 0.07 0.13 0.05
```
Positions in Å, forces in eV/Å.

Okay, here come the Mulliken numbers, in e, for every atom:
1. Cl -0.159
2. C 0.022
3. C -0.603
4. C -0.488
5. C 0.286
6. O -0.455
7. C -0.604
8. C -0.466
9. N 0.939
10. C -0.753
11. C -0.199
12. C -0.854
13. C -0.353
14. C -0.578
15. C -0.162
16. C 0.147
17. Cl -0.127
18. H 0.467
19. H 0.536
20. H 0.318
21. H 0.406
22. H 0.408
23. H 0.347
24. H -0.922
25. H 0.447
26. H 0.450
27. H 0.379
28. H 0.017
29. H 0.384
30. H 0.335
31. H 0.383
32. H 0.196
33. H 0.367
34. H 0.422
35. H 0.466

=====

[4]
The molecule Cl2HO2P at a distorted geometry. Source: OMol25; level of theory: ωB97M-V/def2-TZVPD.

Values from the calculation:
- LUMO: -0.018 hartree
- Calculated total energy: -1412.7067 a.u.
- SMILES: ClOPOCl
- HOMO-LUMO gap: 9.79 eV
- Net charge: 0

```
6
Properties=species:S:1:pos:R:3:forces:R:3
Cl -1.52351 1.68389 1.13044 0.40 -0.78 -0.32
O -0.57607 0.25208 1.15651 -0.45 0.89 0.80
P -0.44238 -0.68303 -0.18789 -0.35 0.28 -0.42
O 1.07823 -0.31317 -0.69174 0.92 0.41 -0.74
Cl 1.31999 0.71965 -2.04122 -0.46 -0.48 0.64
H 0.14374 -1.65942 0.63391 -0.07 -0.33 0.04
```
Positions in Å, forces in eV/Å.

Okay, here come the Mulliken numbers, in e, for every atom:
1. Cl 0.056
2. O -0.226
3. P 0.276
4. O -0.227
5. Cl 0.055
6. H 0.066

=====

[5]
C31H30N7O2Se3V as an isolated structure. Source: OMol25; level of theory: ωB97M-V/def2-TZVPD.

Values from the calculation:
- LUMO (alpha / beta): -0.020 / -0.024 hartree
- ⟨S²⟩: 2.04
- Calculated total energy: -9881.5080 a.u.
- 2S+1: 3
- HOMO-LUMO gap (alpha / beta): 6.53 / 6.76 eV
- Net charge: 0

```
74
Properties=species:S:1:pos:R:3:forces:R:3
V -1.77589 -0.42272 -1.14664 -0.32 0.42 -0.15
C -1.72902 -3.95176 1.33696 0.02 0.00 -0.02
C -2.35486 -3.60452 2.53237 -0.03 0.00 0.01
C -2.66602 -2.28798 2.75949 0.07 -0.02 -0.09
C -2.36228 -1.31769 1.78832 -0.03 -0.07 0.08
N -1.84123 -1.67016 0.59762 0.00 -0.10 -0.13
C -1.50546 -2.96742 0.40708 -0.03 0.03 0.08
N -2.53494 -0.01737 2.18867 -0.03 0.11 -0.01
C -2.31425 1.01323 1.45962 -0.02 0.01 0.09
N -2.13545 1.12844 0.09086 0.14 -0.16 -0.03
C -1.81672 2.45091 -0.18961 0.02 0.04 -0.10
N -1.61430 3.03643 -1.31319 -0.01 -0.07 0.04
C -1.92487 2.46667 -2.53338 0.06 0.13 0.17
C -1.93059 3.36033 -3.61535 -0.03 -0.10 -0.09
C -2.42125 2.95494 -4.83313 0.00 0.01 0.05
C -2.92889 1.66324 -4.94700 0.01 -0.03 0.00
C -2.84146 0.82782 -3.85748 0.04 0.06 -0.03
N -2.29748 1.18527 -2.67884 -0.05 -0.29 0.13
C -1.77941 3.21141 1.07494 0.01 0.06 0.01
C -1.47914 4.53741 1.32976 -0.03 -0.09 0.01
C -1.56531 4.95857 2.64968 0.00 0.02 0.02
C -1.94218 4.07878 3.66733 0.01 0.04 0.02
C -2.23874 2.75000 3.39801 0.01 -0.01 -0.07
C -2.15127 2.34252 2.07957 0.00 0.07 0.03
H -1.43763 -4.96793 1.11500 -0.01 0.00 0.00
H -2.58143 -4.35588 3.27836 0.01 0.00 0.00
H -3.11102 -1.94871 3.68269 0.00 0.03 0.00
H -1.08049 -3.19970 -0.55556 0.07 -0.06 0.00
H -1.57842 4.36533 -3.43858 0.01 0.00 0.02
H -2.44363 3.63958 -5.67122 0.00 -0.01 -0.01
H -3.37682 1.30021 -5.86133 0.00 0.02 0.00
H -3.22333 -0.17929 -3.88768 -0.01 -0.09 -0.06
H -1.18745 5.20226 0.52825 0.00 0.01 0.01
H -1.33636 5.98666 2.90007 0.00 0.00 0.00
H -1.99799 4.44432 4.68494 0.00 0.00 -0.01
H -2.51736 2.05302 4.17650 0.00 0.00 0.00
O 1.43890 -1.84278 -6.11529 0.00 -0.02 -0.02
C 0.05099 -1.98156 -5.83373 0.02 0.00 -0.02
C -0.17646 -2.07961 -4.31270 -0.03 -0.05 0.04
C 0.69053 -3.25345 -3.82281 0.05 -0.03 0.03
O 0.41357 -3.72096 -2.51616 -0.06 0.08 0.00
C 0.28035 -0.73077 -3.74022 0.06 0.01 -0.10
Se 0.52311 -0.56318 -1.79220 0.06 -0.04 -0.02
C -1.68405 -2.38126 -4.20483 0.06 -0.02 -0.05
Se -2.69375 -2.27657 -2.51308 0.10 0.02 0.01
H 1.58002 -1.99534 -7.05320 0.00 0.03 0.01
H -0.34640 -2.88537 -6.31031 -0.01 0.00 0.01
H -0.50666 -1.11798 -6.21928 0.02 -0.01 0.00
H 1.74460 -2.97155 -3.91188 -0.02 0.03 -0.02
H 0.52763 -4.10564 -4.48857 -0.02 0.00 0.01
H 0.58287 -2.96966 -1.92509 0.00 -0.07 0.02
H -0.37599 0.06359 -4.09200 -0.06 0.03 0.06
H 1.27033 -0.52297 -4.14462 0.01 0.00 0.01
H -1.83128 -3.42028 -4.50479 -0.02 0.00 0.02
H -2.20757 -1.77277 -4.94505 -0.04 0.08 0.05
C 3.94630 1.95708 2.30804 -0.01 -0.01 -0.01
N 3.50881 0.83176 3.10311 -0.01 -0.04 0.04
C 2.34500 0.14991 2.92967 -0.01 0.01 -0.03
Se 1.05380 0.43439 1.68450 -0.01 0.03 -0.02
N 2.32957 -0.82434 3.87888 -0.05 0.03 -0.06
C 3.47143 -0.77716 4.65923 0.08 0.01 0.04
C 3.91756 -1.54072 5.72302 -0.02 0.01 -0.01
C 5.14564 -1.19993 6.27434 0.01 -0.02 0.03
C 5.89712 -0.13611 5.77874 0.02 0.03 -0.02
C 5.44881 0.62930 4.70980 -0.03 -0.01 0.01
C 4.22464 0.28735 4.16168 0.02 -0.02 0.02
H 3.24848 2.07318 1.48268 0.00 0.01 0.00
H 4.94675 1.76511 1.92062 0.00 0.01 0.00
H 3.95381 2.86530 2.91163 0.01 0.01 -0.01
H 1.55897 -1.46616 3.94251 0.01 -0.03 0.03
H 3.33860 -2.36749 6.11221 -0.01 0.00 -0.02
H 5.52734 -1.77456 7.10760 0.00 0.00 0.00
H 6.84957 0.09845 6.23481 -0.01 0.00 0.00
H 6.03001 1.45657 4.32562 0.00 -0.01 0.00
```
Positions in Å, forces in eV/Å.

Okay, here come the Mulliken numbers, in e, for every atom:
1. V 0.485
2. C -1.132
3. C -0.293
4. C -0.653
5. C 0.134
6. N 0.876
7. C -0.171
8. N -0.430
9. C -0.495
10. N -0.131
11. C -0.266
12. N -0.447
13. C 0.055
14. C -0.510
15. C -0.391
16. C -0.914
17. C -0.708
18. N 0.691
19. C 0.423
20. C -0.259
21. C -0.610
22. C -0.630
23. C -0.224
24. C 0.563
25. H 0.478
26. H 0.426
27. H 0.506
28. H 0.322
29. H 0.509
30. H 0.399
31. H 0.486
32. H 0.716
33. H 0.529
34. H 0.410
35. H 0.405
36. H 0.532
37. O -0.509
38. C -1.431
39. C 2.436
40. C -1.248
41. O -0.479
42. C -1.228
43. Se -0.159
44. C -1.788
45. Se -0.416
46. H 0.336
47. H 0.536
48. H 0.382
49. H 0.339
50. H 0.450
51. H 0.157
52. H 0.245
53. H 0.635
54. H 0.554
55. H 0.570
56. C -0.983
57. N 0.355
58. C -0.221
59. Se -0.493
60. N 0.102
61. C 0.253
62. C -0.824
63. C -0.440
64. C -0.621
65. C -0.534
66. C 0.689
67. H 0.278
68. H 0.327
69. H 0.330
70. H 0.170
71. H 0.390
72. H 0.384
73. H 0.376
74. H 0.400

=====

[6]
The molecule C4H13N3 at a distorted geometry. Source: OMol25; level of theory: ωB97M-V/def2-TZVPD.

Values from the calculation:
- LUMO: 0.031 hartree
- Calculated total energy: -324.3727 a.u.
- HOMO-LUMO gap: 8.32 eV
- Net charge: 0

```
20
Properties=species:S:1:pos:R:3:forces:R:3
C 0.48702 -1.38314 0.11572 0.03 0.07 -0.03
C -0.60954 -0.38719 -0.28104 0.04 0.03 0.07
C -1.65432 2.02976 0.18154 0.51 -0.03 0.05
C 1.84326 -0.70160 0.32905 -0.14 -0.06 -0.03
N -0.82455 0.67932 0.70770 0.30 0.64 -0.27
N 0.49851 -2.43696 -0.90401 0.00 0.10 0.06
N -0.56450 2.88704 0.06416 -0.29 0.10 -0.16
H -1.11994 0.30542 1.61156 0.13 0.11 -0.05
H 0.18148 -1.86261 1.05335 0.01 0.02 -0.03
H 1.12266 -3.18885 -0.63386 -0.03 0.06 -0.01
H 0.84288 -2.07045 -1.78655 0.00 -0.01 0.05
H -0.33989 3.06673 -0.91108 -0.06 -0.10 0.06
H -0.01189 1.51086 0.66814 -0.62 -0.76 0.28
H -1.53975 -0.92941 -0.45545 0.03 0.00 0.01
H -0.32593 0.11487 -1.21205 -0.01 -0.01 -0.01
H -2.22995 1.72458 -0.70029 0.07 -0.02 0.03
H -2.33059 2.23874 1.01990 0.07 -0.13 -0.01
H 2.15536 -0.18123 -0.58035 -0.01 -0.01 0.00
H 2.60399 -1.44509 0.57456 -0.03 0.02 -0.01
H 1.81568 0.02919 1.13900 -0.01 -0.01 -0.01
```
Positions in Å, forces in eV/Å.

Okay, here come the Mulliken numbers, in e, for every atom:
1. C 0.495
2. C -1.080
3. C -0.328
4. C -1.359
5. N -0.250
6. N -0.657
7. N -0.885
8. H 0.300
9. H 0.293
10. H 0.272
11. H 0.250
12. H 0.166
13. H 0.472
14. H 0.301
15. H 0.371
16. H 0.271
17. H 0.326
18. H 0.285
19. H 0.391
20. H 0.367

=====

Q: The highest calculated total energy belongs to which entry?
A: C3H8O2

=====

Q: Number 4 is which compound?
A: Cl2HO2P

=====

Q: Which value of net charge does entry 2 give?
A: -2